No. 1
Computed, not measured: 4 unconnected molecules or ions with the total composition H9O4 in a non-equilibrium geometry, with ωB97M-V with the def2-TZVPD basis set.

Calculated values
Energy relative to the best compared isomer or geometry (same formula, charge and spin): 15.4 kcal/mol
Net charge: +1
E_LUMO: -0.12368 Eh
Highest occupied orbital energy: -16.6 eV
Orbital gap: 13.20 eV

Bonds (Å) are listed after each position.
Geometry (Å):
1 O -0.12574 -0.70239 0.23141  H2 1.084, H3 1.037, H4 1.050
2 H 0.69452 -0.26632 -0.32678  O1 1.084
3 H -0.73506 -0.84680 -0.59512  O1 1.037
4 H -0.35478 -0.01513 0.99103  O1 1.050
5 O -0.41856 0.84650 2.18689  H6 0.959, H7 0.964
6 H 0.06073 0.57557 2.97158  O5 0.959
7 H -1.20476 1.35522 2.41575  O5 0.964
8 O -1.42501 -1.55178 -2.01802  H9 0.990, H10 0.963
9 H -1.10780 -1.58564 -2.95487  O8 0.990
10 H -2.22569 -1.03693 -2.16449  O8 0.963
11 O 2.07858 0.75886 -0.27010  H12 0.964, H13 0.967
12 H 2.77032 1.03380 -0.88259  O11 0.964
13 H 1.99326 1.43506 0.41531  O11 0.967

***

No. 2
Computed, not measured: 26 unconnected molecules or ions with the total composition C25H102O32 in a non-equilibrium geometry, with ωB97M-V with the def2-TZVPD basis set.

Calculated values
Net charge: 0
E_LUMO: 0.01361 Eh
Highest occupied orbital energy: -9.8 eV
Orbital gap: 10.16 eV

Bonds (Å) are listed after each position.
Geometry (Å):
1 C 1.51048 4.08961 -1.23034  C2 1.514, O4 1.389, H5 1.070, H6 1.100
2 C 0.52426 3.10648 -0.63507  C1 1.514, O3 1.389, H7 1.059, H8 1.106
3 O 1.09715 2.43250 0.43552  C2 1.389, H9 0.966
4 O 2.66450 3.54311 -1.77826  C1 1.389, H10 0.945
5 H 1.74279 4.78657 -0.45232  C1 1.070
6 H 0.95275 4.62116 -2.01476  C1 1.100
7 H 0.15266 2.46892 -1.39511  C2 1.059
8 H -0.36697 3.63854 -0.25277  C2 1.106
9 H 1.77364 1.84879 0.06873  O3 0.966
10 H 3.42004 3.56589 -1.21133  O4 0.945
11 C 5.00914 1.13505 -4.00699  C12 1.551, O14 1.499, H15 1.128, H16 1.075
12 C 5.94948 0.90080 -2.79550  C11 1.551, O13 1.398, H17 1.055, H18 1.074
13 O 5.85706 -0.40874 -2.31613  C12 1.398, H19 0.963
14 O 3.53896 0.89029 -3.85036  C11 1.499, H20 0.987
15 H 5.29178 0.59735 -4.95756  C11 1.128
16 H 5.07668 2.17712 -4.26155  C11 1.075
17 H 5.74792 1.61296 -2.04424  C12 1.055
18 H 6.92598 1.02874 -3.22404  C12 1.074
19 H 5.35061 -0.34896 -1.49892  O13 0.963
20 H 3.54912 -0.07101 -3.62627  O14 0.987
21 C -0.33063 -4.14620 -4.68139  C22 1.514, O24 1.424, H25 1.068, H26 1.113
22 C -0.04488 -3.66928 -3.27334  C21 1.514, O23 1.414, H27 1.105, H28 1.086
23 O -1.12240 -3.88445 -2.38371  C22 1.414, H29 1.017
24 O -0.72807 -3.03283 -5.47593  C21 1.424, H30 0.975
25 H -1.13284 -4.85187 -4.69179  C21 1.068
26 H 0.51006 -4.69117 -5.16534  C21 1.113
27 H 0.21649 -2.59942 -3.36776  C22 1.105
28 H 0.82397 -4.18677 -2.87634  C22 1.086
29 H -1.86251 -3.20378 -2.53489  O23 1.017
30 H 0.09278 -2.86955 -5.97642  O24 0.975
31 C -1.44331 -5.85731 4.21172  C32 1.538, O34 1.460, H35 1.076, H36 1.118
32 C -0.25572 -6.75104 4.60580  C31 1.538, O33 1.404, H37 1.082, H38 1.130
33 O -0.67888 -7.99471 5.10206  C32 1.404, H39 0.954
34 O -0.98200 -4.55557 3.73916  C31 1.460, H40 0.971
35 H -2.09347 -5.76290 5.06340  C31 1.076
36 H -2.07151 -6.34061 3.42283  C31 1.118
37 H 0.23156 -6.16919 5.37758  C32 1.082
38 H 0.44829 -6.86190 3.72853  C32 1.130
39 H -0.52574 -8.70341 4.48141  O33 0.954
40 H -0.33488 -4.24417 4.39211  O34 0.971
41 C -0.73601 0.18224 -5.26616  C42 1.490, O44 1.467, H45 1.110, H46 1.081
42 C 0.62110 0.19874 -4.65106  C41 1.490, O43 1.418, H47 1.061, H48 1.076
43 O 0.95271 1.55653 -4.41457  C42 1.418, H49 0.995
44 O -1.90414 0.73087 -4.56893  C41 1.467, H50 0.990
45 H -0.95722 -0.90526 -5.30276  C41 1.110
46 H -0.59445 0.56468 -6.26772  C41 1.081
47 H 1.28235 -0.36890 -5.25567  C42 1.061
48 H 0.60831 -0.36948 -3.73714  C42 1.076
49 H 1.88408 1.66518 -4.08262  O43 0.995
50 H -1.81378 1.71431 -4.63656  O44 0.990
51 C -3.28689 1.55046 4.58237  C52 1.506, O54 1.380, H55 1.104, H56 1.102
52 C -2.79953 2.96403 4.76342  C51 1.506, O53 1.473, H57 1.109, H58 1.037
53 O -2.09401 3.47228 3.57467  C52 1.473, H59 0.966
54 O -4.14309 1.35880 3.51760  C51 1.380, H60 0.948
55 H -3.72785 1.16742 5.51948  C51 1.104
56 H -2.35226 0.99769 4.39481  C51 1.102
57 H -2.01537 2.96038 5.54692  C52 1.109
58 H -3.62047 3.56810 4.95320  C52 1.037
59 H -2.56950 3.01389 2.86913  O53 0.966
60 H -3.99258 0.46814 3.22946  O54 0.948
61 O 2.98765 0.74347 -1.13213  H62 0.974, H63 0.972
62 H 2.53184 -0.11677 -1.11814  O61 0.974
63 H 3.00464 1.12510 -2.02543  O61 0.972
64 O -2.55270 2.80742 -2.56220  H65 0.955, H66 1.002
65 H -2.65143 3.48111 -1.89193  O64 0.955
66 H -1.75218 3.15453 -3.05464  O64 1.002
67 O 0.92402 -3.30140 5.37037  H68 0.956, H69 0.943
68 H 1.26146 -2.49571 4.98221  O67 0.956
69 H 0.67611 -3.17491 6.27163  O67 0.943
70 O 2.10817 -1.20650 4.43310  H71 0.935, H72 0.970
71 H 3.02344 -1.03330 4.51108  O70 0.935
72 H 1.64081 -0.46895 4.85656  O70 0.970
73 O -1.94347 -1.92470 4.74043  H74 0.998, H75 0.996
74 H -1.86807 -2.84234 4.35481  O73 0.998
75 H -2.42412 -1.43939 4.01493  O73 0.996
76 O -1.41985 5.42213 1.16184  H77 0.971, H78 0.904
77 H -0.70338 4.98054 1.64554  O76 0.971
78 H -1.66224 6.16283 1.61961  O76 0.904
79 O 0.28087 3.80161 2.74358  H80 1.010, H81 0.966
80 H 0.49680 3.14100 2.01126  O79 1.010
81 H -0.54896 3.50045 3.13542  O79 0.966
82 C 4.28647 0.25160 2.25058  O83 1.414, H84 1.072, H85 1.081, H86 1.089
83 O 4.23586 0.63037 3.61202  C82 1.414, H87 0.987
84 H 3.48786 -0.40642 1.97103  C82 1.072
85 H 4.22371 1.14424 1.64389  C82 1.081
86 H 5.25621 -0.22135 2.10502  C82 1.089
87 H 3.88940 1.55407 3.63319  O83 0.987
88 C -0.95085 -0.30104 -1.35105  O89 1.470, H90 1.100, H91 1.101, H92 1.132
89 O -1.67907 0.89538 -0.90337  C88 1.470, H93 0.985
90 H 0.09685 -0.01781 -1.52816  C88 1.100
91 H -1.11587 -1.05360 -0.56517  C88 1.101
92 H -1.35633 -0.59286 -2.36687  C88 1.132
93 H -1.81516 1.56490 -1.61307  O89 0.985
94 C 0.02882 0.14894 2.00748  O95 1.421, H96 1.150, H97 1.099, H98 1.078
95 O -1.13890 0.89653 1.69820  C94 1.421, H99 0.951
96 H -0.30869 -0.78886 2.58154  C94 1.150
97 H 0.44179 -0.20851 1.05349  C94 1.099
98 H 0.69515 0.74403 2.61074  C94 1.078
99 H -1.30769 1.07207 0.77863  O95 0.951
100 C -3.63391 -1.27286 1.08225  O101 1.388, H102 1.091, H103 1.086, H104 1.069
101 O -2.95739 -0.80345 2.19933  C100 1.388, H105 1.011
102 H -3.29554 -0.77565 0.17235  C100 1.091
103 H -3.36402 -2.31801 0.96268  C100 1.086
104 H -4.70230 -1.23108 1.06136  C100 1.069
105 H -2.29662 -0.07714 1.95810  O101 1.011
106 C 4.16653 -2.52287 -4.30892  O107 1.409, H108 1.087, H109 1.073, H110 1.121
107 O 3.11733 -1.95141 -3.56202  C106 1.409, H111 1.008
108 H 5.02064 -2.61510 -3.64338  C106 1.087
109 H 3.94729 -3.45297 -4.79618  C106 1.073
110 H 4.50021 -1.75253 -5.05182  C106 1.121
111 H 3.26885 -2.25079 -2.61148  O107 1.008
112 C 3.15308 4.04629 4.42526  O113 1.425, H114 1.100, H115 1.092, H116 1.075
113 O 2.70507 2.86395 3.76878  C112 1.425, H117 0.951
114 H 3.08304 4.96934 3.83194  C112 1.100
115 H 2.62753 4.15013 5.37733  C112 1.092
116 H 4.20033 3.86221 4.58386  C112 1.075
117 H 1.91466 3.08952 3.29070  O113 0.951
118 C -4.09719 3.67467 0.35211  O119 1.401, H120 1.097, H121 1.104, H122 1.123
119 O -3.31227 4.46286 -0.49998  C118 1.401, H123 1.000
120 H -5.15337 3.67883 0.05741  C118 1.097
121 H -3.75283 2.62805 0.28258  C118 1.104
122 H -4.05674 4.10326 1.38979  C118 1.123
123 H -2.54599 4.85603 0.00908  O119 1.000
124 C 3.38151 -3.14153 -0.06716  O125 1.438, H126 1.064, H127 1.084, H128 1.143
125 O 2.57530 -2.19512 -0.78961  C124 1.438, H129 0.996
126 H 3.90977 -3.77126 -0.74252  C124 1.064
127 H 4.13942 -2.57674 0.46404  C124 1.084
128 H 2.78200 -3.74272 0.69753  C124 1.143
129 H 1.65324 -2.47349 -0.53698  O125 0.996
130 C -5.39144 0.78936 -1.98732  O131 1.434, H132 1.089, H133 1.089, H134 1.139
131 O -4.67919 0.74808 -3.23102  C130 1.434, H135 0.945
132 H -5.62470 -0.21973 -1.65039  C130 1.089
133 H -4.78182 1.32792 -1.26398  C130 1.089
134 H -6.41073 1.25623 -2.18875  C130 1.139
135 H -4.06610 1.46705 -3.23870  O131 0.945
136 C -0.78973 4.33039 -5.87301  O137 1.461, H138 1.081, H139 1.077, H140 1.097
137 O -0.67289 3.70129 -4.55929  C136 1.461, H141 0.992
138 H -0.06344 5.13087 -5.90182  C136 1.081
139 H -0.70900 3.70381 -6.74549  C136 1.077
140 H -1.79322 4.77335 -5.90286  C136 1.097
141 H 0.08748 3.07586 -4.68146  O137 0.992
142 C 0.21365 0.46786 6.75540  O143 1.433, H144 1.122, H145 1.076, H146 1.065
143 O -0.08001 0.22847 5.37353  C142 1.433, H147 0.938
144 H -0.55178 -0.07244 7.37184  C142 1.122
145 H 1.17701 0.06170 7.01020  C142 1.076
146 H 0.20743 1.50784 6.98577  C142 1.065
147 H -0.64436 -0.51837 5.31275  O143 0.938
148 C -0.13447 -3.47751 1.14555  O149 1.433, H150 1.066, H151 1.084, H152 1.120
149 O 0.16147 -2.89434 -0.12958  C148 1.433, H153 0.988
150 H -1.14694 -3.30410 1.43034  C148 1.066
151 H 0.06939 -4.53776 1.24230  C148 1.084
152 H 0.44780 -2.87179 1.88657  C148 1.120
153 H -0.45691 -3.24166 -0.81705  O149 0.988
154 C -3.85091 -2.24489 -4.46124  O155 1.493, H156 1.081, H157 1.078, H158 1.109
155 O -3.48532 -1.99224 -3.03563  C154 1.493, H159 0.962
156 H -3.22551 -1.63236 -5.09513  C154 1.081
157 H -3.70306 -3.30078 -4.62056  C154 1.078
158 H -4.91207 -1.99789 -4.66831  C154 1.109
159 H -3.77302 -1.08164 -2.92343  O155 0.962

***

No. 3
Computed, not measured: 4 unconnected molecules or ions with the total composition C5H14O2 in a non-equilibrium geometry, with ωB97M-V with the def2-TZVPD basis set.

Calculated values
Energy relative to the best compared isomer or geometry (same formula, charge and spin): 141.9 kcal/mol
Net charge: 0
E_LUMO: -0.08470 Eh
Highest occupied orbital energy: -8.0 eV
Orbital gap: 5.73 eV

Bonds (Å) are listed after each position.
Geometry (Å):
1 C 0.06864 1.46701 0.85745  C2 1.525, H6 1.060, H7 1.071, H8 1.158
2 C -0.04070 0.75813 -0.48798  C1 1.525, C3 1.356, C5 1.527
3 C 1.07874 0.44534 -1.18561  C2 1.356, C4 1.508, H9 1.114
4 C 1.21327 -0.46036 -2.38368  C3 1.508, H10 1.080, H11 1.127, H12 1.151
5 C -1.44693 0.38984 -0.95696  C2 1.527, H13 1.099, H14 1.078, H15 1.087
6 H -0.88421 1.81553 1.16419  C1 1.060
7 H 0.80677 2.23934 0.78609  C1 1.071
8 H 0.37578 0.75246 1.71505  C1 1.158
9 H 2.04191 0.87412 -0.82644  C3 1.114
10 H 1.71321 0.03710 -3.20168  C4 1.080
11 H 1.82102 -1.38252 -2.15931  C4 1.127
12 H 0.17022 -0.77441 -2.75654  C4 1.151
13 H -1.44197 -0.21841 -1.87237  C5 1.099
14 H -2.01717 1.28997 -1.12156  C5 1.078
15 H -1.96711 -0.13319 -0.15915  C5 1.087
16 H -2.10254 -1.24252 2.60016  O18 1.027
17 H -0.19736 -1.03324 2.32353  O21 1.127
18 O -1.44762 -0.81352 1.93551  H16 1.027
19 H 0.34616 -1.07838 -0.08649  no bonds
20 H 1.00640 -1.76935 3.29076  O21 0.982
21 O 0.90349 -1.16294 2.52504  H17 1.127, H20 0.982